# 1
The following is a quantum chemistry calculation of a structure of composition C17H46BrClGaN6O3P2S at a distorted geometry, from the Open Molecules 2025 dataset.

Last column: Mulliken charge in e.
Geometry (Å):
C  -0.3874  1.6149  0.6385  -0.866
C  -1.5269  0.8001  -0.1490  0.087
S  -2.8675  0.1291  0.9303  -0.186
C  -2.5288  -1.6248  1.4137  -0.524
Ga  -1.2023  -2.6343  0.2119  0.125
Br  -1.6598  -2.4529  -2.1721  -0.545
C  -1.4058  -4.6711  0.6787  -0.592
C  -0.1170  -5.0695  1.5413  0.459
O  -0.1645  -5.3698  2.7440  -0.549
Cl  1.4602  -5.0951  0.5623  -0.244
H  0.2745  2.0751  -0.1831  0.264
H  0.3057  0.9397  1.2402  0.154
H  -0.8018  2.4826  1.2427  0.296
H  -1.0311  0.0481  -0.8344  0.097
H  -2.0259  1.5701  -0.8389  -0.048
H  -3.5409  -2.1688  1.3962  0.310
H  -2.1634  -1.6943  2.4900  0.283
H  0.2827  -2.1647  0.6003  -0.114
H  -2.3400  -4.8399  1.3164  0.265
H  -1.4326  -5.3154  -0.2520  0.343
O  -1.9759  3.2796  -3.4096  -0.758
P  -2.3547  3.2191  -4.8979  0.862
N  -2.3343  1.4931  -4.9198  0.135
C  -1.8217  0.6055  -5.9459  -0.767
C  -3.3970  0.8503  -4.1434  -0.833
N  -0.8202  3.8204  -5.4248  0.199
C  0.0808  3.1443  -6.3387  -1.222
C  -0.0175  4.5680  -4.4570  -1.023
N  -2.8789  3.2603  -6.5949  -0.122
C  -2.8959  4.6454  -7.1354  -1.080
C  -4.2577  2.7657  -6.8110  -1.105
H  -2.3642  0.6646  -6.8973  0.299
H  -1.8680  -0.4403  -5.6254  0.359
H  -0.7654  0.7681  -6.1419  0.184
H  -4.3771  0.9537  -4.6256  0.223
H  -3.4772  1.2902  -3.1466  0.220
H  -3.2112  -0.2148  -3.9867  0.234
H  0.6588  2.3625  -5.8329  0.315
H  0.7979  3.8550  -6.7679  0.409
H  -0.4369  2.7190  -7.1992  0.370
H  0.4844  3.8965  -3.7514  0.310
H  -0.6366  5.2705  -3.8951  0.315
H  0.7470  5.1721  -4.9557  0.313
H  -3.5703  5.2879  -6.5593  0.356
H  -3.2201  4.6472  -8.1812  0.403
H  -1.9104  5.1087  -7.1353  0.322
H  -4.9696  3.2593  -6.1424  0.377
H  -4.3362  1.6898  -6.6651  0.296
H  -4.5744  2.9360  -7.8431  0.385
O  0.9628  -0.5834  4.3631  -0.773
P  2.2606  -1.3831  4.5461  0.959
N  1.5884  -2.2639  5.8661  0.089
C  2.2192  -2.6481  7.1136  -0.794
C  0.5044  -3.1863  5.4991  -0.983
N  3.1439  -0.0229  5.1526  0.188
C  3.7983  0.0481  6.4440  -1.242
C  2.6479  1.3109  4.8147  -0.941
N  3.7538  -2.3345  4.6711  -0.114
C  4.8105  -1.8214  3.7595  -1.106
C  3.5963  -3.7571  4.2902  -1.186
H  3.0489  -3.3549  6.9937  0.292
H  1.5020  -3.1225  7.7921  0.369
H  2.5772  -1.7899  7.6764  0.210
H  0.8749  -4.0619  4.9560  0.361
H  -0.2316  -2.6952  4.8584  0.161
H  -0.0470  -3.5414  6.3735  0.360
H  3.0849  0.2635  7.2485  0.309
H  4.5497  0.8476  6.4510  0.410
H  4.3560  -0.8587  6.6813  0.373
H  1.7891  1.5870  5.4371  0.285
H  2.3534  1.3643  3.7647  0.254
H  3.4247  2.0706  4.9490  0.299
H  4.4806  -1.8469  2.7160  0.359
H  5.7231  -2.4193  3.8523  0.414
H  5.1070  -0.7996  3.9924  0.320
H  3.1171  -3.8604  3.3136  0.437
H  3.0134  -4.3160  5.0202  0.303
H  4.5656  -4.2612  4.2573  0.400

- Total charge: -1
- HOMO level: -4.74 eV
- LUMO level: 1.07 eV
- Calculated total energy: -197810.13478 eV

# 2
The following is a quantum chemistry calculation of an isolated molecule of C4H10N2 at a distorted geometry, from the Open Molecules 2025 dataset.

Last column: natural (NBO) charge in e.
Geometry (Å):
N  -0.7328  -1.4778  -2.4344  -0.842
C  -0.5691  -1.5518  -1.0118  -0.020
C  -0.3383  -0.4936  -0.2757  -0.248
C  0.5595  -0.2044  0.7805  -0.449
C  0.0169  1.0847  1.6126  -0.213
N  0.2970  2.2453  0.7734  -0.876
H  0.2855  -1.3268  -2.7197  0.378
H  -1.1638  -2.3263  -2.6890  0.358
H  -0.2361  -2.6146  -0.8332  0.151
H  -0.8593  0.4504  -0.6815  0.198
H  0.7547  -1.1955  1.4636  0.198
H  1.6793  -0.2328  0.4931  0.227
H  -1.0173  0.8191  1.6383  0.200
H  0.5430  1.3762  2.5322  0.198
H  1.1633  2.6887  0.9949  0.367
H  -0.3824  2.7593  0.3569  0.372

- Energy above the lowest of the compared OMol25 structures with the same formula, charge and spin: 319.6 kJ/mol
- HOMO level: -8.27 eV
- LUMO level: 1.18 eV
- Calculated total energy: -7287.30709 eV

# 3
The following is a quantum chemistry calculation of a cluster of 2 separate species, C6H13NO3 in total at a distorted geometry, from the Open Molecules 2025 dataset.

Last column: natural (NBO) charge in e.
Geometry (Å):
C  0.6852  4.7499  2.5437  -0.248
O  0.5688  3.3494  2.5656  -0.542
C  0.6506  2.7234  1.3008  0.114
C  2.0722  2.6901  0.7556  -0.646
C  0.0869  1.3227  1.4883  -0.343
C  -1.4259  1.2320  1.8103  -0.198
N  -1.6307  0.3192  0.6789  -0.734
C  -0.1804  0.5186  0.2130  0.749
O  0.2202  0.5153  -0.9281  -0.538
H  1.6998  5.0781  2.2629  0.168
H  -0.0405  5.1958  1.8410  0.165
H  0.4688  5.1131  3.5555  0.198
H  0.0018  3.2715  0.5914  0.167
H  2.4807  3.7028  0.6435  0.213
H  2.7257  2.1159  1.4278  0.211
H  2.0845  2.2158  -0.2345  0.241
H  0.7022  0.7560  2.2022  0.236
H  -1.6582  0.7928  2.7895  0.192
H  -1.9318  2.1961  1.6754  0.190
H  -2.4987  0.2180  0.1644  0.402
O  -0.0269  -1.9717  0.2696  -0.955
H  -1.0145  -1.6011  0.6052  0.493
H  0.5021  -2.0706  1.0675  0.463

- Energy above the lowest of the compared OMol25 structures with the same formula, charge and spin: 290.5 kJ/mol
- HOMO level: -9.57 eV
- LUMO level: 0.81 eV
- Calculated total energy: -14063.61878 eV